The following is a DFT calculation (the ωB97M-V functional and the def2-TZVPD basis) of a cluster of 6 separate species, C42H91N5O3 in total in a non-equilibrium geometry.

Last column: Löwdin charge in e.
Positions of all 141 atoms, in Å:
1 O 1.40391 -0.74079 -0.89619  -0.348
2 H 0.64956 -0.12710 -0.99036  -0.129
3 C 2.75463 4.45425 0.16725  0.020
4 C 2.81076 2.91345 -0.08491  -0.405
5 C 4.17218 2.38786 0.49011  -0.124
6 C 4.15124 2.31681 2.00788  -0.147
7 C 3.13637 1.25299 2.48907  -0.084
8 C 1.66312 1.69247 2.08649  -0.412
9 N 1.73716 2.08078 0.58867  0.137
10 O 0.53144 2.13034 -0.08989  0.033
11 C 1.20201 2.84036 2.96788  0.000
12 C 0.64537 0.53299 2.25749  -0.022
13 C 2.81040 2.59272 -1.61858  -0.008
14 H 2.76747 4.71098 1.22650  0.083
15 H 1.94017 4.97031 -0.34112  0.070
16 H 3.62091 4.92892 -0.29357  0.109
17 H 4.91264 3.10858 0.14315  0.134
18 H 4.39170 1.44408 -0.00906  0.111
19 H 3.84156 3.29465 2.37669  0.099
20 H 5.16045 2.07575 2.34178  0.133
21 H 3.20574 1.05437 3.55858  0.137
22 H 3.37259 0.33797 1.94590  0.097
23 H 1.99218 3.58750 3.04209  0.080
24 H 1.00847 2.44922 3.96670  0.113
25 H 0.27274 3.30563 2.63910  0.098
26 H -0.34576 0.85441 1.93739  0.050
27 H 0.59511 0.10642 3.25929  0.108
28 H 0.95652 -0.15610 1.47236  0.050
29 H 1.97851 3.07085 -2.13572  0.036
30 H 2.81729 1.53747 -1.89151  0.082
31 H 3.64547 3.10853 -2.09261  0.107
32 C -3.71031 -4.61503 4.20075  -0.010
33 C -2.85242 -5.18822 3.00210  -0.375
34 C -3.80998 -5.25317 1.78353  -0.135
35 C -3.09099 -5.53944 0.46613  -0.146
36 C -1.91238 -4.55933 0.19894  -0.102
37 C -0.84956 -4.38957 1.36697  -0.407
38 N -1.60032 -4.31691 2.66548  0.141
39 O -0.93417 -3.89842 3.79142  0.171
40 C -0.15021 -3.06308 1.12408  -0.018
41 C 0.10430 -5.63966 1.38159  0.034
42 C -2.49579 -6.68872 3.24385  0.012
43 H -3.83847 -3.53341 4.15854  0.084
44 H -3.19712 -4.77693 5.14866  0.088
45 H -4.67234 -5.03887 4.48876  0.112
46 H -4.25954 -4.26052 1.75792  0.116
47 H -4.57293 -6.02594 1.87748  0.146
48 H -3.68624 -5.56345 -0.44667  0.133
49 H -2.61033 -6.51381 0.55371  0.101
50 H -2.24140 -3.60642 -0.21554  0.094
51 H -1.41397 -4.96395 -0.68195  0.132
52 H -0.91849 -2.29991 0.99994  0.063
53 H 0.34314 -3.11972 0.15377  0.084
54 H 0.51594 -2.78240 1.93990  0.078
55 H 0.80652 -5.59708 0.54902  0.089
56 H -0.34275 -6.63333 1.35207  0.095
57 H 0.84260 -5.52194 2.17478  0.091
58 H -3.29261 -7.27734 3.69851  0.122
59 H -1.61172 -6.69736 3.88138  0.101
60 H -2.25029 -7.26335 2.35076  0.077
61 C 3.40469 -2.96951 3.43635  -0.067
62 C 3.71431 -3.57349 2.01948  -0.207
63 C 3.88116 -2.43315 0.99900  -0.111
64 N 4.39437 -2.86350 -0.42053  -0.185
65 C 4.82431 -1.55143 -1.13131  0.025
66 C 3.19661 -3.51008 -1.19551  -0.094
67 C 3.60211 -4.94114 -1.56580  -0.138
68 C 4.67849 -5.30031 -0.52702  -0.129
69 C 5.45917 -4.00459 -0.38530  -0.068
70 H 2.43339 -2.47744 3.48663  0.051
71 H 4.19678 -2.42645 3.95190  0.088
72 H 3.09297 -3.80466 4.06361  0.077
73 H 2.89131 -4.23841 1.75746  0.083
74 H 4.59826 -4.20610 2.10026  0.106
75 H 4.60490 -1.68541 1.32334  0.119
76 H 2.88145 -2.01808 0.87097  0.094
77 H 5.53625 -1.10348 -0.43808  0.096
78 H 3.97528 -0.90117 -1.34207  0.073
79 H 5.40133 -1.70208 -2.04370  0.109
80 H 2.95671 -2.86662 -2.04198  0.123
81 H 2.27425 -3.57896 -0.61878  0.088
82 H 4.04522 -4.95757 -2.56153  0.124
83 H 2.68017 -5.52102 -1.60915  0.116
84 H 5.35720 -6.04616 -0.94075  0.136
85 H 4.17422 -5.59581 0.39303  0.105
86 H 6.13008 -3.71429 -1.19382  0.135
87 H 6.07391 -3.91678 0.51052  0.135
88 C -7.71593 1.26624 0.34201  -0.080
89 C -6.26581 1.57315 0.11974  -0.246
90 C -5.29261 0.41190 0.44121  -0.092
91 N -3.78616 0.76869 0.48702  -0.211
92 C -3.53301 1.57130 1.83179  0.062
93 C -2.94987 -0.52656 0.47227  -0.100
94 C -2.12094 -0.55027 -0.82032  -0.182
95 C -2.93628 0.29611 -1.75298  -0.109
96 C -3.23350 1.48690 -0.75715  -0.054
97 H -8.27395 2.12301 -0.03568  0.099
98 H -8.04747 1.04305 1.35610  0.093
99 H -7.88565 0.32316 -0.17751  0.086
100 H -6.06843 2.40917 0.79073  0.105
101 H -6.08796 1.97385 -0.87821  0.112
102 H -5.41702 -0.27657 -0.39464  0.130
103 H -5.43967 -0.07773 1.40388  0.140
104 H -2.47257 1.73450 2.02401  0.083
105 H -3.96747 1.14840 2.73761  0.112
106 H -4.11944 2.47171 1.64889  0.096
107 H -2.35669 -0.52078 1.38671  0.107
108 H -3.58957 -1.40852 0.50435  0.123
109 H -1.06904 -0.28348 -0.71818  0.076
110 H -2.05429 -1.51048 -1.33184  0.121
111 H -2.33499 0.56552 -2.62130  0.103
112 H -3.78896 -0.32306 -2.03168  0.128
113 H -2.31179 2.03834 -0.57150  0.124
114 H -4.06338 2.09694 -1.11390  0.115
115 C -0.24968 1.89579 -3.88220  -0.121
116 C -0.81944 3.23626 -3.83360  -0.221
117 C 0.21853 4.40283 -3.50155  -0.053
118 N -0.21667 5.89465 -3.75552  -0.265
119 C -0.43459 6.17958 -5.18022  0.022
120 C 0.84238 6.84789 -3.14055  -0.124
121 C 0.22978 8.19491 -3.02994  -0.109
122 C -1.19849 7.76676 -2.46436  -0.114
123 C -1.48347 6.38874 -2.99421  -0.090
124 H 0.67887 1.90800 -4.45294  0.096
125 H -0.94154 1.17756 -4.32217  0.094
126 H 0.13477 1.58523 -2.91068  0.059
127 H -1.63401 3.17937 -3.11157  0.099
128 H -1.24247 3.42998 -4.81931  0.113
129 H 1.05773 4.42680 -4.19673  0.135
130 H 0.44977 4.41290 -2.43641  0.100
131 H 0.50712 6.05289 -5.71429  0.126
132 H -0.86511 7.17715 -5.26748  0.122
133 H -1.21552 5.46606 -5.44314  0.107
134 H 1.65282 6.74555 -3.86222  0.139
135 H 1.22241 6.50011 -2.17996  0.124
136 H 0.25277 8.68613 -4.00270  0.122
137 H 0.74627 8.82574 -2.30648  0.133
138 H -1.97908 8.51890 -2.57861  0.130
139 H -1.11667 7.69372 -1.37989  0.117
140 H -2.30378 6.38297 -3.71195  0.133
141 H -1.66902 5.61733 -2.24682  0.123

Summary:
F_max: 8.67 eV/Å
spin multiplicity: 1
E_HOMO: -0.613 Ha
total charge: +4